[1]
ORCA calculation (wB97M-V/def2-TZVPD) on a single CH3INP molecule at a distorted geometry.

Each line ends with the natural charge from an NBO analysis.
Geometry (Å):
I1 3.430 -0.271 -0.094  -0.0845
P1 1.483 1.132 -0.290  0.4944
N1 0.280 -0.356 0.062  -0.5567
C1 -1.066 -0.122 0.061  -0.4820
H1 -1.471 -0.546 1.122  0.2190
H2 -1.358 -0.742 -0.807  0.2356
H3 -1.297 0.906 -0.054  0.1742

Summary:
* DFT total energy: -19962.541 eV
* Kohn-Sham gap (alpha / beta): 7.960 / 8.047 eV
* HOMO (alpha / beta): -9.30 / -8.63 eV
* LUMO level (alpha / beta): -0.04945 / -0.02134 hartree


[2]
ORCA calculation (wB97M-V/def2-TZVPD) on 2 unconnected molecules or ions with the total composition CH3IO at a distorted geometry.

Each line ends with the natural charge from an NBO analysis.
Geometry (Å):
I1 -2.131 0.145 -0.041  0.2995
O1 1.385 1.018 0.051  -0.8526
C1 -0.315 -0.748 0.063  -0.3106
H1 0.862 1.759 -0.263  0.4263
H2 0.133 -1.130 -0.834  0.2188
H3 0.066 -1.044 1.023  0.2186

Summary:
* DFT total energy: -11229.489 eV
* Kohn-Sham gap (alpha / beta): 7.597 / 7.600 eV
* HOMO (alpha / beta): -9.27 / -9.28 eV
* LUMO level (alpha / beta): -0.06162 / -0.06162 hartree


[3]
ORCA calculation (wB97M-V/def2-TZVPD) on a single CH3IO2S2 molecule at a distorted geometry.

Each line ends with the natural charge from an NBO analysis.
Geometry (Å):
I1 2.676 1.286 -0.269  0.0549
S1 1.562 -0.888 -1.216  -0.1211
S2 0.000 -0.876 0.185  2.0221
O1 -0.714 -2.016 -0.317  -0.9249
O2 0.505 -0.957 1.539  -0.9145
C1 -0.854 0.610 0.029  -0.9188
H1 -1.144 0.572 -0.936  0.2430
H2 -1.778 0.795 0.604  0.2823
H3 -0.253 1.474 0.382  0.2771

Summary:
* DFT total energy: -34950.379 eV
* Kohn-Sham gap: 7.726 eV
* HOMO: -9.94 eV
* LUMO level: -0.08154 hartree


[4]
ORCA calculation (wB97M-V/def2-TZVPD) on 2 unconnected molecules or ions with the total composition CH3IO3 at a distorted geometry.

Each line ends with the natural charge from an NBO analysis.
Geometry (Å):
I1 2.712 0.018 0.039  -0.7345
O1 -0.457 -0.036 1.298  -0.6350
O2 -0.467 -1.116 -0.686  -0.6339
O3 -0.517 1.142 -0.626  -0.6328
C1 -0.278 0.000 -0.009  1.0428
H1 -0.286 0.827 1.706  0.5320
H2 -0.425 1.057 -1.588  0.5298
H3 -0.282 -1.891 -0.134  0.5317

Summary:
* DFT total energy: -15328.209 eV
* Kohn-Sham gap: 7.539 eV
* HOMO: -7.94 eV
* LUMO level: -0.01485 hartree


[5]
ORCA calculation (wB97M-V/def2-TZVPD) on a molecular structure, CH3IO3P at a distorted geometry.

Each line ends with the natural charge from an NBO analysis.
Geometry (Å):
I1 0.704 -0.954 3.671  -0.7417
P1 -1.778 -0.402 1.791  2.3868
O1 -1.069 -0.985 0.456  -0.7989
O2 -1.935 1.080 1.841  -1.0774
O3 -2.763 -1.362 2.359  -1.0662
C1 -0.337 -0.191 -0.333  -0.2253
H1 0.284 -0.946 -1.035  0.1634
H2 0.298 0.385 0.265  0.2011
H3 -1.053 0.380 -1.123  0.1583

Summary:
* DFT total energy: -24621.522 eV
* Kohn-Sham gap: 7.990 eV
* HOMO: -4.62 eV
* LUMO level: 0.12382 hartree
* charge: -1


[6]
ORCA calculation (wB97M-V/def2-TZVPD) on a single CH3IOP2 molecule at a distorted geometry.

Each line ends with the natural charge from an NBO analysis.
Geometry (Å):
I1 -0.525 -2.596 -1.572  -0.1528
P1 -0.495 0.341 0.863  0.4260
P2 1.217 -1.428 -0.079  1.0640
O1 1.639 -2.206 1.104  -0.9523
C1 -0.058 1.584 -0.163  -0.7994
H1 0.888 1.764 -0.362  0.1938
H2 -1.893 0.201 0.734  -0.0026
H3 -0.773 2.340 -0.524  0.2235

Summary:
* DFT total energy: -29808.003 eV
* Kohn-Sham gap (alpha / beta): 6.850 / 5.897 eV
* multiplicity: 3
* HOMO (alpha / beta): -7.13 / -9.61 eV
* LUMO level (alpha / beta): -0.01030 / -0.13650 hartree


[7]
ORCA calculation (wB97M-V/def2-TZVPD) on a single CH3IOS molecule at a distorted geometry.

Each line ends with the natural charge from an NBO analysis.
Geometry (Å):
I1 2.475 -0.787 0.003  -0.1337
S1 0.838 0.997 -0.590  1.0954
O1 0.917 1.846 0.541  -0.8997
C1 -0.857 -0.346 -0.105  -0.7339
H1 -0.519 -1.404 -0.046  0.2244
H2 -1.755 -0.130 -0.789  0.2222
H3 -1.099 -0.176 0.986  0.2253

Summary:
* DFT total energy: -22067.144 eV
* Kohn-Sham gap: 8.577 eV
* HOMO: -9.47 eV
* LUMO level: -0.03279 hartree


[8]
ORCA calculation (wB97M-V/def2-TZVPD) on 2 unconnected molecules or ions with the total composition CH3IOS2 at a distorted geometry.

Each line ends with the natural charge from an NBO analysis.
Geometry (Å):
I1 2.237 -1.483 -0.539  0.4349
S1 -1.497 0.266 1.288  -0.3754
S2 -1.554 0.066 -0.690  0.5418
O1 0.571 -1.427 -1.458  -0.9351
C1 -3.036 -0.242 -1.286  -0.5937
H1 -3.230 -0.289 -2.322  0.2351
H2 -3.831 -0.348 -0.552  0.2338
H3 -0.269 -1.328 -0.710  0.4584

Summary:
* DFT total energy: -32900.882 eV
* Kohn-Sham gap (alpha / beta): 7.378 / 7.377 eV
* HOMO (alpha / beta): -9.05 / -9.05 eV
* LUMO level (alpha / beta): -0.06157 / -0.06159 hartree


[9]
ORCA calculation (wB97M-V/def2-TZVPD) on a molecular structure, CH3InN2O5 at a distorted geometry.

Each line ends with the natural charge from an NBO analysis.
Geometry (Å):
In1 1.863 0.388 -1.132  1.1715
O1 -1.087 -2.778 0.918  -0.1554
O2 3.486 4.267 1.712  0.0583
O3 -0.437 -0.995 -0.073  -0.4724
O4 2.970 2.556 0.582  -0.1517
O5 1.480 3.819 1.383  0.0014
N1 2.656 3.547 1.229  0.6919
N2 -1.169 -1.979 0.039  0.5578
C1 -2.246 -2.171 -0.987  -0.4915
H1 -3.023 -1.425 -0.827  0.2701
H2 -1.801 -2.076 -1.973  0.2473
H3 -2.692 -3.155 -0.870  0.2727

Summary:
* DFT total energy: -19445.037 eV
* Kohn-Sham gap: 2.539 eV
* HOMO: -18.51 eV
* LUMO level: -0.58681 hartree
* charge: +2


[10]
ORCA calculation (wB97M-V/def2-TZVPD) on a molecular structure, CH3LiNaO at a distorted geometry.

Each line ends with the natural charge from an NBO analysis.
Geometry (Å):
Na1 1.828 1.668 0.516  0.9229
O1 0.043 0.551 -0.266  -0.9725
C1 0.662 -0.583 0.082  -0.2221
Li1 -1.606 0.603 -0.986  0.7490
H1 0.022 -1.244 0.688  0.1669
H2 -2.338 0.042 0.580  -0.7576
H3 1.388 -1.037 -0.615  0.1133

Summary:
* DFT total energy: -7751.327 eV
* Kohn-Sham gap (alpha / beta): 4.454 / 4.319 eV
* multiplicity: 2
* HOMO (alpha / beta): -5.70 / -5.69 eV
* LUMO level (alpha / beta): -0.04574 / -0.05042 hartree


[11]
ORCA calculation (wB97M-V/def2-TZVPD) on a molecular structure, CH3MgNiO2 at a distorted geometry.

Each line ends with the natural charge from an NBO analysis.
Geometry (Å):
Ni1 -1.257 1.422 0.203  1.3438
Mg1 1.008 1.877 -1.647  0.9658
O1 -0.631 2.578 -1.024  -1.5393
O2 -0.033 0.148 0.234  -1.0038
C1 0.167 -1.201 0.498  -0.2353
H1 -0.609 -1.711 1.097  0.1506
H2 1.101 -1.331 1.076  0.1615
H3 0.254 -1.783 -0.437  0.1568

Summary:
* DFT total energy: -51665.712 eV
* Kohn-Sham gap (alpha / beta): 5.930 / 8.398 eV
* multiplicity: 4
* HOMO (alpha / beta): -6.37 / -9.27 eV
* LUMO level (alpha / beta): -0.01608 / -0.03196 hartree


[12]
ORCA calculation (wB97M-V/def2-TZVPD) on 2 unconnected molecules or ions with the total composition CH3N at a distorted geometry.

Each line ends with the natural charge from an NBO analysis.
Geometry (Å):
N1 0.781 -1.176 -1.400  -0.4219
C1 0.166 0.792 0.439  -0.0993
H1 0.931 0.278 1.157  0.0315
H2 0.279 -0.276 -0.717  0.2062
H3 0.084 -1.832 -0.968  0.2834

Summary:
* DFT total energy: -2566.786 eV
* Kohn-Sham gap (alpha / beta): 7.596 / 9.368 eV
* HOMO (alpha / beta): -9.54 / -10.72 eV
* LUMO level (alpha / beta): -0.07133 / -0.04975 hartree


[13]
ORCA calculation (wB97M-V/def2-TZVPD) on 2 unconnected molecules or ions with the total composition CH3N at a distorted geometry.

Each line ends with the natural charge from an NBO analysis.
Geometry (Å):
N1 1.112 -0.151 -0.012  -0.6441
C1 -0.086 0.046 0.002  0.1579
H1 1.906 0.474 -0.050  0.3876
H2 -0.724 0.792 0.216  0.1474
H3 -1.144 -1.358 -0.104  -0.0488

Summary:
* DFT total energy: -2571.906 eV
* Kohn-Sham gap (alpha / beta): 9.896 / 9.895 eV
* HOMO (alpha / beta): -8.92 / -8.92 eV
* LUMO level (alpha / beta): 0.03590 / 0.03589 hartree


[14]
ORCA calculation (wB97M-V/def2-TZVPD) on a gas-phase ion, CH3N2O (charge +1) at a distorted geometry.

Each line ends with the natural charge from an NBO analysis.
Geometry (Å):
O1 -2.124 -0.242 -0.045  -0.0980
N1 -1.006 -0.030 -0.032  0.4738
N2 -0.086 0.790 -0.075  -0.3084
C1 0.739 -0.484 -0.015  -0.0095
H1 1.093 -1.001 0.840  0.2400
H2 1.242 -0.855 -0.836  0.2282
H3 0.142 1.822 0.164  0.4739

Summary:
* DFT total energy: -6099.211 eV
* Kohn-Sham gap: 10.489 eV
* HOMO: -16.70 eV
* LUMO level: -0.22837 hartree
* charge: +1


[15]
ORCA calculation (wB97M-V/def2-TZVPD) on a gas-phase ion, CH3N2O (charge +1) at a distorted geometry.

Each line ends with the natural charge from an NBO analysis.
Geometry (Å):
O1 0.227 -1.386 0.435  -0.2289
N1 -0.772 0.822 0.144  -0.7247
N2 0.995 -0.800 -0.714  -0.2751
C1 0.027 -0.194 0.034  0.8145
H1 -1.602 0.657 0.775  0.4606
H2 2.031 -0.922 -0.595  0.4505
H3 -0.906 1.822 -0.079  0.5031

Summary:
* DFT total energy: -6101.915 eV
* Kohn-Sham gap: 11.996 eV
* HOMO: -16.87 eV
* LUMO level: -0.17920 hartree
* charge: +1


[16]
ORCA calculation (wB97M-V/def2-TZVPD) on 2 unconnected molecules or ions with the total composition CH3N2O2 at a distorted geometry.

Each line ends with the natural charge from an NBO analysis.
Geometry (Å):
O1 2.238 0.398 -1.437  -0.5926
O2 0.822 -1.260 -0.918  -0.6198
N1 0.609 0.835 -0.212  -0.2990
N2 1.201 -0.045 -0.850  0.4968
C1 -1.078 0.088 0.753  -0.5186
H1 -1.374 -0.970 0.367  0.2024
H2 -0.622 0.089 1.663  0.1668
H3 -1.796 0.865 0.633  0.1641

Summary:
* DFT total energy: -8156.132 eV
* Kohn-Sham gap: 7.978 eV
* HOMO: -3.51 eV
* LUMO level: 0.16434 hartree
* charge: -1


[17]
ORCA calculation (wB97M-V/def2-TZVPD) on 2 unconnected molecules or ions with the total composition CH3N2O2 at a distorted geometry.

Each line ends with the natural charge from an NBO analysis.
Geometry (Å):
O1 3.109 0.947 0.322  -0.0351
O2 2.329 -1.230 0.075  -0.1725
N1 2.412 0.107 -0.026  0.4837
N2 -0.549 -0.337 0.691  -0.5631
C1 1.327 -0.439 -0.558  0.2915
H1 0.933 -0.580 -1.555  0.2838
H2 -0.269 0.196 1.513  0.3545
H3 -1.161 0.196 0.081  0.3572

Summary:
* DFT total energy: -8143.664 eV
* Kohn-Sham gap (alpha / beta): 8.037 / 8.746 eV
* HOMO (alpha / beta): -15.94 / -16.90 eV
* LUMO level (alpha / beta): -0.29046 / -0.29984 hartree
* charge: +1


[18]
ORCA calculation (wB97M-V/def2-TZVPD) on 2 unconnected molecules or ions with the total composition CH3N2O2 at a distorted geometry.

Each line ends with the natural charge from an NBO analysis.
Geometry (Å):
O1 3.514 1.098 0.394  0.1623
O2 0.322 0.323 -0.549  -0.6569
N1 3.448 0.070 0.009  0.7377
N2 -1.485 -0.345 0.502  -0.7752
C1 -0.878 0.054 -0.571  0.5268
H1 -0.941 -0.647 1.278  0.4076
H2 -1.451 0.151 -1.609  0.1670
H3 -2.529 -0.703 0.544  0.4306

Summary:
* DFT total energy: -8149.626 eV
* Kohn-Sham gap (alpha / beta): 5.286 / 4.260 eV
* HOMO (alpha / beta): -14.23 / -13.66 eV
* LUMO level (alpha / beta): -0.32869 / -0.34534 hartree
* charge: +1


[19]
ORCA calculation (wB97M-V/def2-TZVPD) on a gas-phase ion, CH3N2O3S (charge -1) at a distorted geometry.

Each line ends with the natural charge from an NBO analysis.
Geometry (Å):
S1 -0.279 -0.398 -1.262  2.3909
O1 -1.527 0.086 -1.854  -1.0275
O2 0.973 -0.022 -1.962  -1.0345
O3 -0.323 -1.768 -0.843  -1.0051
N1 0.907 0.200 1.042  -0.4986
N2 -0.343 -0.234 1.504  -0.4296
C1 -0.139 0.581 0.236  -0.2657
H1 1.492 -0.554 0.695  0.3590
H2 -0.697 0.460 2.164  0.3119
H3 -0.064 1.649 0.281  0.1993

Summary:
* DFT total energy: -21042.931 eV
* Kohn-Sham gap: 9.159 eV
* HOMO: -5.01 eV
* LUMO level: 0.15255 hartree
* charge: -1


[20]
ORCA calculation (wB97M-V/def2-TZVPD) on a gas-phase ion, CH3N2O3S (charge +1) at a distorted geometry.

Each line ends with the natural charge from an NBO analysis.
Geometry (Å):
S1 -0.348 1.047 -0.005  2.4649
O1 0.441 -0.351 0.045  -0.4713
O2 -0.572 1.580 1.263  -0.7975
O3 -0.508 1.602 -1.295  -0.7952
N1 -2.017 -0.017 -0.095  -0.4631
N2 1.461 0.615 0.022  -0.4766
C1 -2.975 -0.669 0.062  0.3928
H1 -3.835 -1.256 0.381  0.2997
H2 1.955 0.471 0.810  0.4152
H3 1.880 0.490 -0.905  0.4311

Summary:
* DFT total energy: -21030.863 eV
* Kohn-Sham gap: 12.878 eV
* HOMO: -17.16 eV
* LUMO level: -0.15744 hartree
* charge: +1